{"formula": "C42H47N7OPSeZr", "method": "wB97M-V/def2-TZVPD", "species": ["Zr", "O", "C", "N", "C", "C", "C", "C", "C", "C", "N", "C", "C", "C", "C", "C", "N", "H", "H", "H", "H", "H", "H", "H", "H", "H", "H", "N", "P", "C", "C", "C", "C", "C", "C", "C", "C", "C", "C", "C", "C", "C", "C", "C", "C", "C", "N", "H", "H", "H", "H", "H", "H", "H", "H", "H", "H", "H", "H", "H", "H", "H", "N", "C", "C", "N", "C", "C", "H", "H", "H", "H", "H", "H", "H", "H", "H", "H", "H", "C", "C", "C", "C", "C", "C", "Se", "C", "C", "C", "H", "H", "H", "H", "H", "H", "H", "H", "H", "H", "H"], "coordinates": [[0.31469, 0.07886, -0.39887], [3.16487, -2.76026, -0.08191], [2.27843, -2.12308, -0.60709], [1.00672, -1.90868, -0.14239], [0.70215, -2.59710, 1.11132], [0.26483, -1.65153, 2.19102], [0.08899, -2.08807, 3.49454], [-0.38602, -1.20550, 4.44643], [-0.67749, 0.10044, 4.07106], [-0.45836, 0.47390, 2.76740], [0.01785, -0.37893, 1.83708], [2.51787, -1.42624, -1.91891], [3.59266, -1.75062, -2.71824], [3.73940, -1.08793, -3.92753], [2.81027, -0.11860, -4.27931], [1.77799, 0.16990, -3.40861], [1.61977, -0.47821, -2.24250], [1.57526, -3.16117, 1.44363], [-0.10847, -3.31401, 0.94361], [0.31701, -3.11468, 3.74813], [-0.53258, -1.52974, 5.46820], [-1.06336, 0.82075, 4.77748], [-0.66471, 1.48336, 2.44476], [4.28446, -2.50947, -2.37976], [4.56562, -1.32073, -4.58616], [2.88757, 0.41937, -5.21340], [1.05430, 0.93544, -3.64927], [2.20207, 3.00424, -0.10417], [2.50580, 1.55239, 0.74293], [4.28927, 1.34124, 0.59786], [4.86344, 0.13708, 0.20487], [6.24611, 0.02413, 0.13131], [7.04967, 1.10838, 0.44404], [6.47881, 2.30820, 0.85770], [5.10442, 2.42256, 0.94866], [2.25554, 2.00431, 2.47211], [1.52753, 3.12960, 2.84939], [1.33816, 3.40660, 4.19722], [1.86576, 2.55939, 5.16147], [2.58982, 1.43371, 4.78458], [2.78831, 1.15478, 3.44251], [1.32422, 3.17237, -1.14388], [1.35757, 4.36813, -1.87897], [0.45468, 4.56490, -2.88920], [-0.49243, 3.56942, -3.16642], [-0.46809, 2.43287, -2.41393], [0.43098, 2.20320, -1.41155], [2.85192, 3.76918, 0.02346], [4.25538, -0.72993, -0.00415], [6.69273, -0.91775, -0.15785], [8.12595, 1.01791, 0.38555], [7.10865, 3.14517, 1.12669], [4.67567, 3.34631, 1.32397], [1.11935, 3.79769, 2.10024], [0.79320, 4.29324, 4.49315], [1.72824, 2.78581, 6.21050], [3.01649, 0.78572, 5.53860], [3.37891, 0.29155, 3.15322], [2.09440, 5.12120, -1.63388], [0.47015, 5.48370, -3.46035], [-1.23369, 3.69270, -3.94189], [-1.19772, 1.64886, -2.57083], [-3.04856, -5.49808, -3.88289], [-3.35202, -4.84736, -2.55662], [-2.08342, -4.18447, -2.02940], [-1.48987, -3.23864, -2.96275], [-1.24707, -3.85605, -4.25875], [-2.48319, -4.50835, -4.87042], [-3.89016, -5.93493, -4.26346], [-2.37351, -6.25396, -3.74070], [-3.73509, -5.61491, -1.88624], [-4.13623, -4.11498, -2.74808], [-1.34035, -4.95585, -1.79964], [-2.31912, -3.67536, -1.09461], [-2.08773, -2.42258, -3.05261], [-0.46629, -4.61406, -4.13528], [-0.85876, -3.11961, -4.96073], [-2.26057, -5.04361, -5.79190], [-3.27233, -3.78129, -5.06070], [-6.41994, 2.25149, 3.10705], [-5.36305, 1.62918, 2.24117], [-5.47948, 0.32547, 1.78053], [-4.52003, -0.26358, 0.96409], [-4.73011, -1.67902, 0.49858], [-3.40575, 0.50050, 0.60427], [-2.17126, -0.34764, -0.62922], [-3.24113, 1.81105, 1.06246], [-2.07691, 2.69057, 0.71014], [-4.22977, 2.34775, 1.87757], [-7.22134, 1.54885, 3.32435], [-6.85598, 3.12169, 2.61490], [-5.99785, 2.59103, 4.05354], [-6.34660, -0.25879, 2.06493], [-5.54755, -2.13949, 1.04937], [-3.83555, -2.28636, 0.64623], [-4.98625, -1.70453, -0.56409], [-1.16414, 2.11355, 0.53761], [-1.87022, 3.39879, 1.51303], [-2.26167, 3.26270, -0.20209], [-4.11210, 3.36456, 2.23672]], "mulliken_charge": [-0.27, -0.66, 0.27, 0.49, -1.46, 0.33, -0.97, -0.70, -1.22, -0.33, 1.38, 0.48, -0.67, -0.61, -0.94, -0.49, 0.41, 0.66, 0.30, 0.62, 0.50, 0.66, 0.53, 0.62, 0.50, 0.54, 0.66, 0.19, 2.27, 0.59, -0.28, -0.83, -0.59, -0.80, -1.01, 0.01, -0.39, -0.77, -0.55, -0.87, -0.53, 0.01, -0.91, -0.71, -0.88, -0.98, 1.13, 0.33, 0.63, 0.50, 0.42, 0.46, 0.33, 0.49, 0.48, 0.47, 0.49, 0.52, 0.54, 0.46, 0.57, 0.60, -0.11, -0.81, -0.23, 0.02, -0.78, -0.65, 0.35, 0.38, 0.40, 0.36, 0.39, -0.12, 0.17, 0.40, 0.40, 0.42, 0.35, -1.53, 0.32, -1.16, 0.42, -1.54, 0.97, -0.20, 1.14, -1.55, -1.09, 0.37, 0.35, 0.36, 0.35, 0.45, 0.21, 0.34, 0.31, 0.48, 0.52, 0.49], "charge": 3, "lumo_energy_ev": -8.1453, "de_lowest_kcal_mol": 35.3}

{"formula": "C6H16N2", "method": "wB97M-V/def2-TZVPD", "species": ["C", "C", "N", "C", "C", "C", "C", "N", "H", "H", "H", "H", "H", "H", "H", "H", "H", "H", "H", "H", "H", "H", "H", "H"], "coordinates": [[0.24641, -3.10586, 1.34440], [0.32757, -2.01160, 0.24353], [0.40688, -0.67479, 0.84424], [0.58813, 1.83261, -2.04533], [0.84191, 0.64004, -1.08826], [-0.26663, 0.29589, -0.03568], [-0.66069, 1.58934, 0.76216], [-2.02099, 2.06584, 0.42570], [0.30298, -2.70514, 2.36823], [-0.61373, -3.73842, 1.19922], [1.15171, -3.72892, 1.32925], [1.24259, -2.21705, -0.35939], [-0.55520, -2.07598, -0.38521], [1.32882, -0.30714, 1.06003], [-0.37329, 1.74286, -2.55157], [1.45148, 1.77788, -2.72469], [0.53106, 2.76825, -1.51314], [0.77571, -0.34132, -1.68995], [1.82323, 0.78680, -0.62736], [-1.10960, -0.15626, -0.54076], [-0.58021, 1.32887, 1.85620], [0.12426, 2.34296, 0.59356], [-2.33935, 2.64757, 1.20779], [-2.62305, 1.24358, 0.32702]], "mulliken_charge": [-1.11, -0.25, -0.08, -1.24, -0.70, 0.20, -0.81, -0.55, 0.35, 0.30, 0.32, 0.36, 0.37, 0.35, 0.35, 0.39, 0.34, 0.33, 0.40, 0.48, 0.33, 0.34, 0.28, 0.23], "charge": 1, "spin_multiplicity": 2, "lumo_energy_ev": [-2.8127, -7.7506], "de_lowest_kcal_mol": 27.7, "s_squared": 0.75}

{"formula": "C2H2N3S2", "method": "wB97M-V/def2-TZVPD", "species": ["C", "C", "N", "N", "N", "S", "S", "H", "H"], "coordinates": [[-1.90330, 0.36508, 0.12673], [1.98582, -1.57153, -0.11780], [1.04744, 0.28240, 0.98228], [-1.22805, 1.26142, -0.33354], [1.57011, -0.55160, 0.25700], [-2.82846, -0.78208, 0.57168], [0.50308, 1.67051, 0.52797], [2.24652, -2.44655, -0.70231], [-1.39316, 1.77235, -1.31202]], "mulliken_charge": [0.60, -0.06, -0.66, -0.36, 0.56, -0.12, 0.20, 0.45, 0.38], "charge": 1, "lumo_energy_ev": -5.7917, "de_lowest_kcal_mol": 39.4}

{"formula": "C7H12N", "method": "wB97M-V/def2-TZVPD", "species": ["C", "C", "C", "C", "C", "C", "C", "N", "H", "H", "H", "H", "H", "H", "H", "H", "H", "H", "H", "H"], "coordinates": [[0.08216, -1.60032, 1.08006], [-0.35764, -0.49134, 1.68163], [0.97226, -0.76624, -1.20008], [0.69584, 1.38747, -0.13512], [-0.22504, -1.10360, -0.31741], [-0.74893, 0.15739, 0.40221], [-2.06258, 0.81073, 0.15574], [1.67765, 0.38834, -0.56353], [0.46495, -2.54230, 1.42033], [-0.44165, -0.16065, 2.69838], [1.65587, -1.61094, -1.29790], [0.62589, -0.46352, -2.18909], [0.29781, 1.97512, -0.94957], [0.99690, 1.97236, 0.71887], [-0.96279, -1.68627, -0.86747], [-2.14771, 1.14706, -0.87414], [-2.19661, 1.65619, 0.82427], [-2.86200, 0.09679, 0.34882], [2.16515, 0.04746, 0.27359], [2.37046, 0.78628, -1.20958]], "mulliken_charge": [-0.75, -0.71, -0.89, -0.99, -0.06, 1.06, -1.53, -0.09, 0.45, 0.49, 0.43, 0.40, 0.37, 0.42, 0.46, 0.37, 0.38, 0.40, 0.41, 0.37], "charge": 1, "lumo_energy_ev": -3.1686, "de_lowest_kcal_mol": 47.1}

Among the records above, which one has the highest charge? C42H47N7OPSeZr

charge of number 1 (C42H47N7OPSeZr)? +3